# 1
A 17-piece molecular cluster, C65H125N14O12P3 overall at a distorted geometry. Source: the Open Molecules 2025 dataset; level of theory: wB97M-V/def2-TZVPD.

Structure (XYZ):
```
219
Properties=species:S:1:pos:R:3:forces:R:3:mulliken_charge:R:1
C 5.23328 3.72708 1.77743 -0.04 0.13 1.10 -0.827
C 4.11980 4.74422 1.53363 -0.02 -0.32 0.50 0.192
C 3.49580 4.73520 0.14199 -0.29 -0.38 -0.49 -0.459
C 3.18593 3.37151 -0.37399 0.65 -0.73 0.26 0.103
N 3.12958 2.25151 -0.67173 -0.35 1.29 0.23 -0.113
H 5.56063 3.80204 2.82299 -0.19 -0.01 -0.07 0.429
H 6.13523 3.93894 1.23662 0.24 0.13 -0.68 0.188
H 4.97949 2.67616 1.63550 -0.28 0.14 -0.26 -0.138
H 4.52144 5.75108 1.64435 0.10 0.07 0.12 0.379
H 3.33146 4.67473 2.30075 0.30 -0.20 -0.40 -0.239
H 4.17175 5.22930 -0.56513 -0.16 -0.26 -0.10 0.448
H 2.57592 5.31447 0.18277 -0.12 0.05 -0.19 0.107
C -3.24294 1.45268 3.22447 -0.58 -0.06 0.45 -0.985
C -3.83603 0.18080 3.88372 -0.17 0.84 -0.94 -0.400
C -4.36373 -0.80975 2.83918 -2.22 -0.95 1.62 2.169
C -5.39062 -0.26068 1.91762 -0.15 -0.38 -0.09 0.149
N -6.18234 0.06617 1.14215 0.55 0.00 0.51 -0.631
H -4.04583 1.97977 2.69233 0.09 -0.27 -0.19 0.476
H -2.46353 1.21138 2.52308 0.45 0.05 -0.30 -0.101
H -2.89570 2.21028 3.94112 0.21 -0.52 0.04 0.432
H -4.66106 0.56335 4.45754 -0.36 -0.33 0.74 0.404
H -3.14236 -0.38612 4.49564 0.15 0.26 0.26 -0.011
H -4.77817 -1.79243 3.34598 0.62 2.08 -0.97 -0.582
H -3.57578 -1.12206 2.23839 1.57 -0.68 -1.23 -0.860
C -3.60974 2.85218 -2.08472 -0.77 0.92 0.44 0.142
C -4.88065 3.04426 -1.23799 0.35 1.13 1.23 -0.169
C -6.07097 2.20108 -1.68929 -0.34 0.83 0.87 0.035
C -6.19674 2.19030 -3.13542 0.45 -1.71 -2.93 0.205
N -6.18814 2.00351 -4.29395 -0.20 0.79 2.67 -0.603
H -2.76296 3.37360 -1.64954 -0.01 0.24 0.07 -0.453
H -3.76211 3.23490 -3.10776 0.09 -0.26 0.51 0.089
H -3.35388 1.82746 -2.10036 0.38 -1.34 -0.33 0.118
H -5.17126 4.08702 -1.31984 0.00 0.35 -0.05 0.344
H -4.73690 2.91204 -0.10280 0.01 -0.21 -1.71 -0.053
H -7.02847 2.59554 -1.31184 0.40 -0.04 0.18 0.441
H -5.91993 1.25527 -1.18256 -0.35 -0.77 -0.72 -0.057
C 5.33938 0.35192 -5.03231 -0.26 0.18 0.53 -1.361
C 5.67402 -0.22772 -3.65657 -1.14 -0.43 0.92 0.043
C 5.30349 0.81942 -2.55530 1.10 -0.41 0.38 2.016
C 5.98296 2.14042 -2.76431 -0.36 -0.38 -0.33 0.047
N 6.49383 3.14176 -3.03033 -0.33 -0.63 0.33 -0.781
H 5.45042 -0.35888 -5.85253 0.26 0.31 0.01 0.377
H 5.88131 1.29417 -5.13275 0.73 -0.42 -0.51 0.427
H 4.34112 0.77615 -5.06313 -0.65 -0.52 0.10 0.227
H 6.71247 -0.49812 -3.57849 0.64 0.13 -0.10 0.587
H 5.15228 -1.20500 -3.34924 0.30 1.39 -0.77 -0.190
H 5.61956 0.44197 -1.54261 -0.54 0.49 -0.93 -1.105
H 4.22258 0.96138 -2.58322 0.11 0.23 0.25 -0.245
C -4.94951 -6.70776 2.12594 -0.82 -0.09 -1.04 -1.118
C -5.65410 -5.48020 1.46972 -0.23 -1.05 0.41 0.212
C -6.68550 -4.89188 2.45127 -0.37 0.15 -0.22 -0.696
C -6.12077 -4.23992 3.65784 1.74 2.83 2.54 0.442
N -5.65412 -3.57934 4.53544 -2.00 -2.90 -3.41 -0.661
H -4.58376 -6.51339 3.14070 -0.11 0.07 -0.23 0.208
H -4.11280 -6.94968 1.47408 0.20 -0.30 0.22 0.266
H -5.64696 -7.58727 2.13474 0.63 0.74 0.16 0.380
H -6.19283 -5.77779 0.52451 0.52 0.21 1.03 0.312
H -4.91010 -4.74874 1.16498 -0.03 0.22 0.14 -0.159
H -7.38433 -5.66621 2.79801 0.22 0.06 -0.11 0.360
H -7.29648 -4.16379 1.89820 0.13 0.10 0.46 0.358
C 2.26281 -3.64149 2.46873 -0.68 0.43 0.00 -0.259
C 2.66211 -5.10800 2.63978 0.53 0.62 -0.10 -0.500
C 1.55787 -6.06194 2.21940 0.43 -0.03 -1.99 0.462
C 0.58915 -6.28886 3.25970 0.17 -0.47 0.17 0.051
N -0.02799 -6.57492 4.18109 -0.49 0.10 0.27 -0.524
H 3.13394 -2.99272 2.41775 0.14 0.11 0.51 -0.035
H 1.53965 -3.30950 3.24065 0.57 -0.07 -0.15 0.365
H 1.74461 -3.41200 1.52076 0.13 -0.65 0.12 -0.146
H 2.92135 -5.35563 3.68180 -0.02 0.35 -0.24 0.490
H 3.57056 -5.29751 2.03940 -0.60 -0.01 0.12 0.096
H 2.07022 -6.98800 1.94949 -0.41 -0.37 0.33 0.459
H 1.08893 -5.75638 1.24661 0.20 0.02 0.97 -0.477
C 1.63895 -1.55723 -5.68530 0.00 -0.94 -1.86 -1.332
C 1.48659 -0.33996 -4.77227 0.55 -0.40 0.40 0.896
C 0.23794 -0.39649 -3.89641 -1.40 0.91 -1.12 0.980
C 0.30280 -1.59370 -3.14059 -0.46 -1.11 1.20 -0.688
N 0.30298 -2.55583 -2.51332 0.48 -0.06 0.00 -0.064
H 1.00608 -1.47538 -6.64976 0.59 0.01 1.70 0.288
H 1.44531 -2.58078 -5.26594 0.03 1.07 0.00 0.203
H 2.66439 -1.60413 -6.10690 -0.37 0.11 0.43 0.339
H 1.48161 0.50282 -5.43585 -0.12 0.81 0.07 0.541
H 2.33612 -0.22225 -4.05205 -0.34 -0.21 -0.79 -0.816
H -0.73031 -0.47641 -4.47578 0.98 0.30 0.37 0.311
H 0.10940 0.44988 -3.19118 0.25 -0.24 -0.61 -1.050
C 0.23045 8.58093 5.51343 0.73 -2.34 -1.96 -1.239
C -0.93935 7.94725 4.69193 1.10 0.40 0.83 -0.561
C -0.79181 6.42336 4.67700 0.32 -1.00 -0.56 -0.209
C 0.47846 5.95245 4.00990 0.07 -0.26 -0.69 0.193
N 1.39009 5.55804 3.40454 -1.34 0.68 1.03 -0.543
H 1.12545 8.44829 4.85914 -0.23 0.09 0.79 0.284
H 0.34698 7.95747 6.40047 0.23 0.41 0.22 0.317
H 0.16743 9.61316 5.71961 -0.51 1.08 0.36 0.402
H -0.95561 8.39243 3.70251 -0.37 -0.04 -0.12 0.259
H -1.80255 8.17374 5.28032 -1.07 0.11 -0.21 0.413
H -1.63528 5.81535 4.21734 0.91 1.02 0.38 0.199
H -0.73677 6.08584 5.71356 0.02 -0.16 -0.04 0.468
C -2.38142 -2.89743 6.41675 -0.38 -1.78 1.34 -0.756
C -2.04218 -4.40085 6.25884 1.23 -0.72 -1.23 -0.893
C -2.73068 -5.02388 5.03169 -0.93 1.99 -0.20 -0.660
C -2.31932 -4.44204 3.76579 -0.08 0.55 0.15 0.157
N -2.01880 -3.98115 2.76102 0.17 0.24 -0.59 -0.173
H -3.46533 -2.76547 6.61991 0.64 0.05 -0.33 0.275
H -2.04388 -2.29208 5.60104 0.15 0.27 -0.52 0.059
H -1.83385 -2.66312 7.32306 -0.03 0.77 0.12 0.398
H -2.35949 -5.02158 7.08080 -0.30 0.22 0.65 0.432
H -0.93289 -4.59014 6.20322 -0.96 0.44 -0.08 0.330
H -3.78990 -4.75626 5.15462 0.13 -0.16 -0.24 0.198
H -2.71065 -6.04220 4.77907 0.50 -1.84 0.78 0.680
C -6.11845 -1.69345 -5.43694 0.00 0.49 -0.61 -1.020
C -6.37326 -2.32124 -4.07519 -0.47 -0.88 0.34 -0.683
C -5.79439 -1.51525 -2.90261 1.25 -0.03 -1.22 -0.205
C -4.31223 -1.33734 -2.97894 -4.78 -0.71 0.29 0.001
N -3.19851 -1.23189 -3.02596 3.90 0.48 -0.48 -0.299
H -6.59641 -0.69399 -5.44560 0.48 -0.30 -0.06 0.248
H -6.59534 -2.24455 -6.25858 0.04 -0.09 0.34 0.401
H -5.04856 -1.58827 -5.73894 -0.67 -0.06 0.58 0.228
H -6.14311 -3.40666 -4.00562 0.48 0.74 -0.10 0.339
H -7.45262 -2.32716 -3.86532 0.07 0.18 -0.28 0.350
H -6.03839 -1.96719 -1.97012 -0.10 -0.33 0.79 0.433
H -6.22149 -0.52973 -2.95941 -0.20 0.52 0.15 0.021
C -1.88757 -0.98110 -0.14776 -0.86 -1.23 -0.30 0.540
C -0.49787 -0.78302 0.40151 0.56 -1.41 -0.82 0.113
C 0.24326 0.45787 -0.05870 0.74 -1.04 -2.02 3.934
C -0.29495 1.72031 0.35798 -0.82 0.96 0.98 -1.011
N -0.72941 2.66960 0.85364 0.40 -0.50 -0.58 -0.124
H -2.61059 -0.20708 0.14641 0.12 -0.16 0.00 0.453
H -2.21832 -1.99506 0.24528 -0.02 1.28 -0.32 -0.266
H -1.92881 -1.09235 -1.26108 0.28 0.35 1.01 -1.016
H 0.05851 -1.68736 -0.00493 -0.17 1.14 0.63 -0.665
H -0.48411 -0.86510 1.46851 -0.05 -0.02 0.79 0.675
H 0.24506 0.35683 -1.18865 0.17 0.64 1.19 -2.396
H 1.29093 0.44180 0.26051 -0.07 0.00 -0.10 -0.177
C -3.72721 6.07232 1.40300 0.64 -0.78 -1.53 -1.688
C -2.44921 5.23496 1.19343 -0.64 0.78 -0.08 0.581
C -1.35689 6.05268 0.46970 0.12 -0.05 0.21 0.724
C -1.67018 6.41311 -0.92562 0.25 -0.14 0.84 -0.105
N -1.87734 6.70447 -2.01382 -0.18 0.08 -0.39 -0.514
H -4.39986 5.58382 2.07031 -0.72 -0.55 0.25 0.436
H -4.20509 6.26781 0.40685 0.24 0.00 1.01 0.325
H -3.44858 6.97279 1.88755 0.12 1.24 0.24 0.460
H -2.69690 4.27331 0.72541 0.39 0.40 -0.15 -0.270
H -1.99161 5.00077 2.14308 -0.02 -0.28 0.41 0.052
H -0.45221 5.43782 0.50199 0.06 0.14 -0.31 -0.245
H -1.10811 6.99494 1.02877 -0.40 -0.78 -0.45 0.277
C 0.77428 0.29494 4.29033 -0.14 1.79 -0.88 -0.794
C 1.82350 1.09910 5.04065 -0.03 -1.00 0.18 -0.797
C 1.70021 2.61437 5.02699 0.48 -0.19 0.54 0.376
C 0.55205 3.15695 5.72711 0.31 -0.85 -0.55 0.115
N -0.39373 3.50344 6.25886 -0.99 0.59 0.62 -0.577
H 0.75491 0.61407 3.23780 0.35 -0.37 -0.01 0.051
H -0.24732 0.45240 4.56717 -0.64 0.19 0.81 0.432
H 0.99915 -0.72535 4.39062 0.22 -1.48 -0.16 0.350
H 2.77146 0.78174 4.60759 0.27 0.54 -0.25 0.201
H 1.93060 0.70067 6.05304 -0.36 0.37 0.22 0.430
H 1.70551 3.03705 4.04087 0.03 0.12 -0.66 -0.154
H 2.55823 3.00735 5.55144 0.48 0.30 0.01 0.362
C -0.86040 -5.71879 -3.11765 -1.04 -0.70 0.71 -1.115
C -1.08730 -5.65696 -1.60156 -1.03 -1.03 0.01 -0.101
C -1.93505 -4.42494 -1.23033 1.28 0.56 -0.98 2.943
C -3.34553 -4.36673 -1.65800 0.32 -0.72 1.37 0.025
N -4.49484 -4.42503 -1.68893 0.10 0.22 -0.56 -0.623
H -1.83005 -5.58531 -3.63916 0.58 0.33 0.18 0.384
H -0.52418 -6.69001 -3.43702 0.40 -0.46 -0.04 0.403
H -0.13234 -4.98682 -3.37105 0.33 0.75 -0.62 0.092
H -0.16075 -5.57250 -1.00250 -0.23 0.00 -0.55 -0.247
H -1.59130 -6.60446 -1.23450 0.43 1.03 -0.39 0.441
H -1.38966 -3.54638 -1.63273 -0.54 -0.43 0.08 -1.503
H -1.80332 -4.34904 -0.17138 -0.86 0.34 0.93 -0.449
C 8.15177 2.85666 -0.18579 -1.45 -1.11 0.82 -0.937
O 7.34253 1.61606 -0.09388 0.42 1.20 -1.16 0.059
P 7.28402 0.63642 1.10455 1.10 1.29 2.24 0.439
O 7.71519 1.16650 2.42634 -0.30 -0.57 -1.29 -0.871
O 5.75174 0.27036 1.03357 -0.50 -0.64 0.57 0.546
C 5.29397 -0.59328 2.10042 -0.01 -0.33 -0.19 -1.013
O 8.13613 -0.61646 0.68532 -0.27 -1.92 -1.97 -0.408
C 7.83104 -1.26546 -0.66192 -0.16 0.26 0.92 -0.063
H 9.17183 2.59350 -0.33593 0.75 -0.16 -0.38 0.276
H 8.05131 3.36514 0.76585 0.06 0.20 0.02 0.404
H 7.68489 3.38451 -1.00406 0.29 0.24 -0.10 0.268
H 5.84821 -0.54127 3.03260 0.57 0.33 -0.20 0.631
H 5.30874 -1.60797 1.73351 -0.01 -0.40 -0.09 0.160
H 4.29062 -0.33109 2.36283 -0.74 0.34 -0.21 0.173
H 6.81829 -1.65861 -0.70480 -0.36 0.50 0.37 -0.142
H 8.40205 -2.18135 -0.87371 0.62 0.76 0.70 0.379
H 7.96838 -0.50631 -1.42642 0.17 -0.06 -0.04 0.217
C -3.11593 2.31579 -5.98592 -0.32 -0.27 0.55 -0.438
O -1.65890 2.12207 -5.93991 -1.55 -0.38 0.76 -0.265
P -0.80948 3.33359 -5.44735 0.47 0.53 1.59 0.607
O 0.60812 3.05061 -5.54913 1.23 -0.15 -0.42 -0.742
O -1.41984 4.51675 -6.29845 -0.06 -2.45 0.44 -0.362
C -1.26985 5.84323 -5.93803 -0.61 0.98 0.69 -0.715
O -1.17104 3.71504 -3.91958 -0.58 0.20 -0.06 0.355
C -0.27602 3.66436 -2.76939 -0.78 -0.58 -0.09 -0.269
H -3.52387 3.00824 -5.20577 0.69 -0.64 -0.59 0.199
H -3.67683 1.36131 -5.92682 0.85 0.36 0.22 0.069
H -3.27311 2.72405 -6.95151 -0.55 0.54 -0.81 0.387
H -1.20748 6.27126 -6.88298 0.26 1.63 -1.47 0.300
H -0.36806 6.07701 -5.37980 -0.05 -0.16 0.30 0.312
H -2.19634 6.19274 -5.46608 0.47 0.03 0.31 0.272
H -0.48490 2.76808 -2.17007 -0.18 0.05 -0.31 -0.247
H -0.42086 4.51544 -2.07517 -0.04 -0.22 -0.99 -0.146
H 0.71688 3.57172 -3.14191 0.92 0.23 -0.13 0.608
C 6.30253 -5.76023 -1.81126 0.38 0.06 -0.85 -0.841
O 6.03831 -4.34370 -1.55537 0.96 -1.36 1.09 -0.320
P 4.52732 -4.04719 -1.30969 0.32 0.76 1.45 0.004
O 3.71893 -4.85177 -0.41666 -0.53 -1.45 0.82 -0.468
O 4.64479 -2.58432 -0.77557 -0.44 1.50 -0.54 0.768
C 3.44184 -1.71915 -0.85325 0.69 -0.90 0.60 0.766
O 4.03398 -4.04978 -2.75497 -2.48 -0.66 -2.86 -0.085
C 2.86529 -4.89880 -3.12144 -0.43 2.21 -0.64 -0.481
H 6.35358 -5.82172 -2.92948 -0.21 -0.47 1.02 0.254
H 5.58308 -6.48149 -1.33579 0.36 1.01 -0.57 0.311
H 7.28928 -5.98021 -1.40124 -0.09 0.13 -0.07 0.268
H 2.68355 -2.15520 -0.15932 0.36 0.43 -0.74 -0.441
H 3.10633 -1.68697 -1.90544 -0.02 0.13 0.62 0.197
H 3.81447 -0.76281 -0.47671 -0.39 -0.01 -0.26 -0.477
H 2.41588 -4.48809 -4.05857 1.08 -0.53 0.34 0.187
H 2.04609 -4.73054 -2.44547 0.01 -0.12 0.84 0.033
H 3.14046 -5.92790 -3.15853 0.30 -0.57 -0.19 0.399
```
Positions in Å, forces in eV/Å.

Summary:
E_tot: -142733.2954 eV
E_LUMO: 0.47 eV
molar mass: 1387.7 u
frontier orbital gap: 10.94 eV
HOMO energy: -10.5 eV



# 2
A 2-piece molecular cluster, C5H10N2O overall at a distorted geometry. Source: the Open Molecules 2025 dataset; level of theory: wB97M-V/def2-TZVPD.

Structure (XYZ):
```
18
Properties=species:S:1:pos:R:3:forces:R:3:mulliken_charge:R:1
C -0.50976 2.10216 1.11007 -0.66 0.07 0.86 -1.126
C -1.38237 0.86133 1.07994 -0.41 -0.93 0.45 -0.288
C -0.77992 -0.30586 0.34514 0.11 0.47 -0.51 0.426
C -1.28090 -1.56354 0.18725 -0.27 0.19 0.24 -0.752
N -0.39358 -2.21922 -0.62890 0.37 -0.09 -0.50 -0.026
C 0.57463 -1.33486 -0.95362 -0.24 0.60 -0.17 -0.308
N 0.37057 -0.16472 -0.40337 -0.04 -0.11 0.37 -0.372
H -0.85745 2.76367 1.90736 -0.22 0.09 -0.11 0.378
H -0.58382 2.65439 0.18311 0.52 0.00 -0.25 0.273
H 0.49646 1.83692 1.42078 0.24 0.03 -0.56 0.306
H -1.61651 0.52578 2.09473 0.34 0.06 0.19 0.269
H -2.39351 1.01460 0.69490 0.13 0.48 -0.35 0.262
H -2.21433 -1.95889 0.54044 0.07 -0.37 0.05 0.403
H -0.43721 -3.12297 -1.06311 -0.35 -0.14 0.29 0.194
H 1.34571 -1.50957 -1.67516 0.28 -0.42 0.08 0.371
H 2.72233 0.38141 -2.21711 0.03 0.63 0.40 0.323
H 3.68718 0.24249 -0.94415 -0.47 0.39 -0.34 0.310
O 3.25247 -0.20314 -1.67829 0.59 -0.96 -0.14 -0.642
```
Positions in Å, forces in eV/Å.

Summary:
relative energy (zero: lowest compared OMol25 entry of this formula, charge and spin): 52.8 kJ/mol
SMILES: CCc1c[nH]cn1.O
E_tot: -10374.7583 eV
E_LUMO: 0.91 eV
molar mass: 114.1 u
frontier orbital gap: 9.27 eV
HOMO energy: -8.4 eV